No. 1
Density functional theory data (ωB97M-V with the def2-TZVPD basis set) for an isolated molecule of C5H9NS in a non-equilibrium geometry.

Geometry as XYZ:
```
16
Properties=species:S:1:pos:R:3:mulliken_charge:R:1
N 1.76 0.79 -0.49 -0.72
C 0.42 0.91 0.11 0.28
C 0.12 -0.39 1.01 -0.72
C -0.72 -1.37 0.40 -0.47
C -0.91 -0.72 -1.13 -0.35
S -1.84 0.55 -1.92 -0.24
C -0.84 0.75 -0.65 -0.09
H 2.46 0.68 0.26 0.26
H 2.08 1.75 -1.04 0.27
H 0.34 1.88 0.73 0.27
H -0.30 -0.08 1.96 0.25
H 1.09 -1.00 1.35 0.37
H -1.79 -1.56 0.92 0.25
H -0.35 -2.24 -0.02 0.34
H 0.07 -0.74 -1.70 0.20
H -1.59 0.79 0.23 0.10
```

For the LUMO energy, the calculation gives 0.89 eV. The calculation puts the HOMO-LUMO gap at 9.34 eV. The maximum force is 7.4 eV/A. As for the total charge: 0.

***

No. 2
Density functional theory data (ωB97M-V with the def2-TZVPD basis set) for a cluster of 2 separate species, C5H9NS in total in a non-equilibrium geometry.

Geometry as XYZ:
```
16
Properties=species:S:1:pos:R:3:lowdin_spin:R:1
C 0.52 0.63 -0.19 0.50
C -1.87 -0.51 0.09 0.54
C 0.15 1.96 0.19 0.11
C -2.30 -1.94 0.04 0.08
C 2.85 -0.15 -0.16 0.07
N 1.39 -0.26 -0.19 0.23
S -3.05 0.60 -0.10 0.40
H -0.93 2.28 -0.02 0.02
H 0.63 2.67 -0.49 0.01
H 0.34 2.16 1.19 0.01
H -2.40 -2.38 1.11 0.00
H -3.15 -2.18 -0.49 0.01
H -1.40 -2.43 -0.28 0.00
H 3.10 -0.36 -1.15 0.00
H 3.11 -1.00 0.35 0.00
H 3.00 0.91 0.11 0.01
```

For the LUMO energy (spin up / spin down), the calculation gives 0.11 / -1.06 eV. The spin multiplicity is 3. The calculation puts the HOMO-LUMO gap (spin up / spin down) at 5.96 / 8.37 eV. The maximum force is 4.4 eV/A. As for the total charge: 0.

***

No. 3
Density functional theory data (ωB97M-V with the def2-TZVPD basis set) for a structure of composition C5H9NS2 in a non-equilibrium geometry.

Geometry as XYZ:
```
17
Properties=species:S:1:pos:R:3:mulliken_charge:R:1
C -2.29 -0.79 1.11 0.04
C 2.48 -0.72 -1.17 -0.58
C 2.50 0.74 -1.14 -0.61
C 0.59 0.18 0.88 -0.08
C -2.66 0.63 1.06 -0.92
N -2.06 -1.50 0.06 -0.59
S 1.17 -1.31 0.19 -0.02
S 1.45 1.51 0.31 -0.06
H 2.15 -0.95 -2.17 0.28
H 3.34 -1.21 -0.90 0.39
H 3.59 1.16 -0.92 0.28
H 2.15 1.14 -2.00 0.38
H -2.35 -1.14 2.14 0.33
H -3.66 0.81 0.97 0.40
H -2.19 0.97 0.16 0.23
H -2.22 1.14 1.94 0.26
H -1.99 -0.64 -0.53 0.27
```

For the LUMO energy, the calculation gives 0.12 eV. The calculation puts the HOMO-LUMO gap at 9.18 eV. The maximum force is 5.8 eV/A. As for the total charge: 0.

***

No. 4
Density functional theory data (ωB97M-V with the def2-TZVPD basis set) for an isolated molecule of C5H9NS2 in a non-equilibrium geometry.

Geometry as XYZ:
```
17
Properties=species:S:1:pos:R:3:mulliken_charge:R:1
S 2.03 -1.67 -0.44 -0.23
C 0.38 -1.36 0.43 -0.41
C 0.02 -0.12 1.06 -0.15
C 0.50 1.44 0.70 -0.59
N 0.61 1.37 -0.84 -0.54
C -0.45 0.43 -1.34 -0.55
C -0.81 -0.56 -0.18 0.32
S -2.43 -1.25 -0.17 -0.23
H 2.58 -1.28 0.68 0.14
H 0.16 -2.29 1.08 0.35
H -0.60 -0.04 1.98 0.28
H -0.22 2.11 1.02 0.36
H 1.52 1.79 1.24 0.24
H 1.43 0.92 -1.02 0.38
H -1.53 0.76 -1.72 0.29
H -0.03 -0.14 -2.28 0.23
H -3.16 -0.12 -0.21 0.12
```

For the LUMO energy, the calculation gives 0.66 eV. The calculation puts the HOMO-LUMO gap at 9.50 eV. The maximum force is 5.6 eV/A. As for the total charge: 0.

***

No. 5
Density functional theory data (ωB97M-V with the def2-TZVPD basis set) for a structure of composition C5H9NS2 in a non-equilibrium geometry.

Geometry as XYZ:
```
17
Properties=species:S:1:pos:R:3:mulliken_charge:R:1
C -1.48 1.23 -0.07 -0.60
C 1.07 1.13 -0.98 -0.42
C 1.55 0.07 -0.19 -0.02
C 0.56 -0.06 0.83 0.22
C -0.27 -1.27 0.88 -0.97
H -1.74 0.17 -0.61 0.15
H -2.01 2.20 -0.60 0.25
H -2.00 1.06 0.89 0.31
H 1.48 2.13 -1.39 0.25
H 0.57 0.73 -1.78 0.30
H 1.04 0.13 1.76 0.40
H -1.10 -1.15 1.62 0.31
H 0.38 -2.24 1.13 0.42
H -0.04 -3.01 -0.70 0.18
N 0.05 1.23 0.19 -0.25
S 2.98 -0.72 -0.21 -0.28
S -1.04 -1.63 -0.77 -0.27
```

For the LUMO energy, the calculation gives -0.33 eV. The calculation puts the HOMO-LUMO gap at 8.34 eV. The maximum force is 8.3 eV/A. As for the total charge: 0.

***

No. 6
Density functional theory data (ωB97M-V with the def2-TZVPD basis set) for the ion C5H9O with charge -1 in a non-equilibrium geometry.

Geometry as XYZ:
```
15
Properties=species:S:1:pos:R:3:mulliken_charge:R:1
C -2.32 0.04 1.07 -0.78
C -1.19 -0.43 0.55 -0.16
C -0.52 0.20 -0.69 -0.45
C 0.88 -0.37 -0.91 -0.58
C 1.99 0.26 0.00 -0.47
O 3.16 -0.37 -0.09 -0.86
H -2.87 0.87 0.65 0.27
H -2.70 -0.33 2.02 0.26
H -0.52 -1.16 0.98 0.27
H -0.52 1.28 -0.54 0.34
H -1.15 -0.13 -1.53 0.29
H 0.92 -1.39 -0.52 0.23
H 1.23 -0.09 -1.91 0.33
H 1.55 0.25 1.06 0.11
H 2.06 1.38 -0.15 0.21
```

For the LUMO energy, the calculation gives 3.83 eV. The calculation puts the HOMO-LUMO gap at 5.94 eV. The maximum force is 2.3 eV/A. As for the total charge: -1.

***

No. 7
Density functional theory data (ωB97M-V with the def2-TZVPD basis set) for a structure of composition C5H9O in a non-equilibrium geometry.

Geometry as XYZ:
```
15
Properties=species:S:1:pos:R:3:mulliken_charge:R:1
C -0.67 0.67 -0.85 -0.51
C -0.91 0.70 0.68 -0.44
C -0.02 -1.34 0.19 -0.32
C 1.29 0.20 0.36 -0.32
C 0.49 -0.33 -0.84 -0.06
O 0.12 -0.23 1.15 -0.19
H -1.53 0.30 -1.41 0.33
H -0.39 1.64 -1.26 0.33
H -0.74 1.67 1.14 0.32
H -1.89 0.33 0.99 0.32
H -1.04 -1.72 0.10 0.27
H 0.67 -2.14 0.45 0.26
H 2.16 -0.40 0.65 0.26
H 1.50 1.26 0.43 0.27
H 0.95 -0.61 -1.78 0.47
```

For the LUMO energy, the calculation gives -2.92 eV. The calculation puts the HOMO-LUMO gap at 14.07 eV. The maximum force is 1.8 eV/A. As for the total charge: +1.

***

No. 8
Density functional theory data (ωB97M-V with the def2-TZVPD basis set) for a structure of composition C5H9O3Rb in a non-equilibrium geometry.

Geometry as XYZ:
```
18
Properties=species:S:1:pos:R:3:lowdin_spin:R:1
O 2.50 -0.67 0.79 0.16
C 2.01 0.24 0.00 0.53
O 2.63 1.20 -0.36 0.24
Rb 5.48 1.45 1.05 0.02
C 1.69 -1.84 1.16 0.01
H 2.40 -2.49 1.67 0.00
H 0.94 -1.48 1.87 0.00
C 1.07 -2.49 -0.05 0.02
H 0.34 -1.84 -0.54 0.01
H 1.84 -2.77 -0.79 0.00
H 0.56 -3.41 0.28 0.00
O -1.45 1.35 -0.15 0.01
C -2.23 2.14 -0.66 0.00
C -3.70 1.92 -0.74 0.00
H -1.84 3.03 -1.19 0.00
H -3.99 1.84 -1.80 0.00
H -4.22 2.81 -0.35 0.00
H -4.01 1.02 -0.20 0.00
```

For the LUMO energy (spin up / spin down), the calculation gives -3.76 / -4.07 eV. The spin multiplicity is 2. The calculation puts the HOMO-LUMO gap (spin up / spin down) at 8.14 / 7.84 eV. The maximum force is 1.6 eV/A. As for the total charge: +1.

***

No. 9
Density functional theory data (ωB97M-V with the def2-TZVPD basis set) for a cluster of 2 separate species, C5H9O5 in total in a non-equilibrium geometry.

Geometry as XYZ:
```
19
Properties=species:S:1:pos:R:3:lowdin_spin:R:1
O 2.56 2.08 -0.10 0.31
O 3.35 2.09 -1.21 0.74
H 2.18 1.21 -0.11 0.02
C 1.52 -0.46 0.00 0.48
C 0.18 -0.21 0.37 0.46
C -0.75 0.14 -0.62 0.20
C -2.19 0.28 -0.24 0.01
O -2.90 -0.93 -0.58 0.01
O -0.46 0.12 -1.84 0.33
C -0.19 -0.62 1.74 0.07
O 1.92 -0.72 -1.24 0.29
H 2.26 -0.72 0.77 0.02
H -2.37 0.42 0.83 0.00
H -2.59 1.15 -0.81 0.00
H -2.73 -1.09 -1.51 0.00
H 1.07 -0.53 -1.77 0.00
H 0.68 -1.09 2.24 0.00
H -0.52 0.25 2.34 0.03
H -1.02 -1.36 1.74 0.02
```

For the LUMO energy (spin up / spin down), the calculation gives 0.57 / -3.01 eV. The spin multiplicity is 4. The calculation puts the HOMO-LUMO gap (spin up / spin down) at 7.64 / 7.23 eV. The maximum force is 3.6 eV/A. As for the total charge: 0.

***

No. 10
Density functional theory data (ωB97M-V with the def2-TZVPD basis set) for a cluster of 2 separate species, C5H9P in total in a non-equilibrium geometry.

Geometry as XYZ:
```
15
Properties=species:S:1:pos:R:3:mulliken_charge:R:1
C -0.65 -1.42 -1.40 -0.58
C -0.43 -1.07 -0.19 -0.33
P -1.48 0.13 0.73 0.06
C -1.77 1.58 -0.38 -0.93
H -0.08 -2.35 -1.79 0.20
H -1.22 -0.83 -2.10 0.24
H 0.17 -1.56 0.47 0.44
H -0.55 0.84 1.51 -0.01
H -1.86 2.50 0.25 0.33
H -2.58 1.21 -1.16 0.24
H -0.89 1.73 -0.96 0.33
C 3.00 -0.65 1.61 -0.56
C 2.71 0.28 0.88 -0.29
H 3.50 -1.30 2.21 0.42
H 2.12 0.91 0.33 0.43
```

For the LUMO energy, the calculation gives 0.92 eV. The calculation puts the HOMO-LUMO gap at 9.48 eV. The maximum force is 4.2 eV/A. As for the total charge: 0.

***

No. 11
Density functional theory data (ωB97M-V with the def2-TZVPD basis set) for an isolated molecule of C5H9P in a non-equilibrium geometry.

Geometry as XYZ:
```
15
Properties=species:S:1:pos:R:3:lowdin_spin:R:1
C -0.82 -0.62 -1.85 0.85
C -0.06 0.14 -0.77 0.11
C 0.17 -0.81 0.50 0.01
C 1.14 -0.16 1.43 0.00
C 0.70 0.72 2.25 0.00
P -1.76 0.13 -3.06 0.88
H -0.85 -1.71 -1.82 0.04
H 0.79 0.55 -1.23 0.03
H -0.68 0.98 -0.47 0.02
H -0.76 -0.77 1.06 0.00
H 0.53 -1.81 0.29 0.00
H 2.25 -0.28 1.36 0.00
H -1.55 1.45 -2.67 0.07
H -0.40 0.65 2.22 0.00
H 1.31 1.54 2.76 0.00
```

For the LUMO energy (spin up / spin down), the calculation gives 1.18 / -2.26 eV. The spin multiplicity is 3. The calculation puts the HOMO-LUMO gap (spin up / spin down) at 7.71 / 7.21 eV. The maximum force is 4.6 eV/A. As for the total charge: 0.

***

No. 12
Density functional theory data (ωB97M-V with the def2-TZVPD basis set) for an isolated molecule of C5HN in a non-equilibrium geometry.

Geometry as XYZ:
```
7
Properties=species:S:1:pos:R:3:mulliken_charge:R:1
C -2.62 0.34 -0.07 -0.26
C -1.37 -0.04 0.00 -0.18
C 0.09 -0.47 -0.02 1.24
C 1.21 -0.44 -0.04 -0.36
C 2.65 -0.23 -0.01 -0.40
N 3.81 0.48 -0.02 -0.36
H -3.79 0.36 0.15 0.32
```

For the LUMO energy, the calculation gives -0.82 eV. The calculation puts the HOMO-LUMO gap at 9.59 eV. The maximum force is 14.7 eV/A. As for the total charge: 0.